125
Properties=species:S:1:pos:R:3:forces:R:3:mulliken_charge:R:1 method="wB97M-V/def2-TZVPD" homo_energy_ev=-11.06 homo_lumo_gap_ev=6.1 largest_force_ev_per_a=3.202 total_charge=+1
C -2.733571 -3.240242 5.104507 -0.08 0.66 0.03 -0.863
C -1.431172 -2.937220 5.843487 -1.10 1.29 -0.42 0.654
O -0.589933 -3.741271 5.957358 1.55 -2.00 0.36 -0.479
O -1.193166 -1.682708 6.388438 -0.50 0.21 -0.54 -0.406
C -1.119467 -0.673235 5.379829 0.18 0.42 -0.81 -0.826
C 0.059068 -0.912067 4.381031 -0.81 -0.21 0.68 0.469
C 1.395490 -1.257994 5.116541 -0.37 0.31 -1.32 -0.847
C 2.622926 -0.447032 4.559393 0.20 -0.34 1.12 -0.399
C 3.788249 -1.360277 4.053333 -0.30 0.26 -0.34 -1.123
C 3.882165 -1.513051 2.498795 -0.23 -0.07 0.51 -0.549
C 2.466645 -1.493231 1.857828 0.17 -0.58 0.16 0.822
C 2.355188 -2.247945 0.497151 0.24 0.63 0.55 -1.345
C 2.276301 -1.354692 -0.780068 -1.99 -1.81 1.74 0.821
O 2.110051 -2.235691 -1.875809 1.93 0.64 0.03 0.318
B 3.243123 -2.900244 -2.322752 0.25 -1.18 -0.93 0.262
O 3.140426 -3.520958 -3.569510 -0.19 1.17 0.41 -0.569
O 4.441525 -3.059650 -1.620156 -0.49 1.15 -0.21 -0.564
N 3.391009 -0.396412 -0.946163 0.53 1.63 0.18 0.281
C 3.141418 0.853800 -0.317696 -0.69 -0.82 -1.25 -2.628
N 3.795863 1.245187 0.778997 -0.03 0.52 0.37 0.332
N 2.166891 1.634865 -0.888091 0.68 -1.85 0.00 1.378
C 2.722704 2.438281 -1.995809 1.42 2.00 0.35 -0.415
C 4.000343 3.251140 -1.551291 0.37 0.79 -1.83 -0.880
C 5.239867 2.558258 -2.097348 -0.42 0.84 1.12 0.581
F 5.339234 2.314940 -3.413494 -0.97 -0.86 -0.10 -0.331
C 6.227349 2.131535 -1.324934 -0.23 -0.51 -0.51 0.208
F 6.809089 0.967783 -1.497618 1.25 0.20 -0.33 -0.220
F 6.683744 2.799430 -0.299797 -0.35 -0.43 1.17 -0.234
C 0.901016 0.889578 -1.192678 -1.53 0.52 0.06 0.458
C 0.335711 1.047271 -2.641623 -0.10 -0.85 0.23 -1.871
C 1.012826 0.192903 -3.761533 -0.91 0.93 -0.71 -0.287
C -0.004809 -0.841702 -4.363056 0.65 -0.16 -0.62 -1.219
N 0.601338 -2.112414 -4.759235 -0.56 -0.17 0.22 -0.281
B -0.239682 1.653076 -0.286493 -0.07 0.18 0.34 0.314
O 0.063837 2.942207 0.238811 -0.24 -0.37 -0.92 -0.697
N -1.505154 1.005193 -0.001464 0.49 0.51 -0.15 0.127
C -2.633056 1.789245 -0.569878 0.24 -0.53 0.24 -1.252
C -1.652770 0.736755 1.444632 -0.03 -0.17 0.43 -0.646
C 0.876047 -0.586448 -0.647078 0.03 0.08 -0.78 -0.687
O -0.132382 -1.331932 -1.301332 0.45 0.41 0.34 -0.392
H -3.363058 -2.351395 4.949998 0.13 -0.37 0.22 0.260
H -3.285858 -3.996301 5.681533 0.20 0.27 -0.21 0.346
H -2.490510 -3.654212 4.115236 -0.01 0.01 0.41 0.275
H -2.072258 -0.654995 4.811483 0.37 0.18 0.22 0.025
H -0.974055 0.310721 5.852761 -0.18 -0.54 0.23 0.507
H -0.285557 -1.730540 3.717997 0.46 0.26 0.12 0.251
H 0.125194 -0.002320 3.757348 0.09 -0.32 0.26 -0.215
H 1.250147 -1.100165 6.193673 0.21 -0.10 -0.35 0.556
H 1.566527 -2.332456 4.939394 0.03 0.39 0.43 0.275
H 3.017868 0.127582 5.417294 -0.11 -0.09 -0.45 0.577
H 2.293986 0.310609 3.823792 0.18 -0.37 0.16 0.089
H 4.730595 -0.966028 4.466173 -0.20 -0.32 -0.30 0.416
H 3.633645 -2.370356 4.469533 0.13 0.45 0.00 0.435
H 4.571940 -0.755980 2.094073 -0.37 -0.24 -0.08 0.063
H 4.333667 -2.498472 2.283950 -0.09 0.45 0.01 0.365
H 1.817554 -2.038803 2.567763 0.19 0.27 -0.31 0.173
H 2.033889 -0.475509 1.824833 0.21 -0.40 -0.04 -0.754
H 1.414458 -2.830083 0.498646 0.36 0.26 -0.16 0.361
H 3.174713 -2.980285 0.480183 -0.21 0.32 -0.45 0.693
H 3.913440 -3.272381 -4.097408 -0.09 -0.73 0.02 0.254
H 5.121329 -2.464309 -1.970564 0.11 -0.42 0.34 0.307
H 3.473290 -0.102585 -1.927842 -0.53 -0.67 -0.07 0.898
H 3.244183 1.396842 1.618913 0.08 0.93 -0.37 0.223
H 4.782045 1.475109 0.818576 0.04 -1.08 0.14 0.328
H 2.025300 3.199304 -2.368292 -0.17 -0.65 0.33 0.498
H 3.064510 1.816230 -2.847916 -0.68 -0.04 0.37 0.291
H 4.047523 3.411411 -0.469371 0.08 -0.03 -0.37 0.339
H 3.951550 4.228513 -2.066537 -0.27 -0.22 0.49 0.442
H -0.701943 0.668560 -2.566559 0.45 0.15 0.10 0.758
H 0.202645 2.105415 -2.931901 0.41 -0.36 0.22 0.715
H 1.231729 0.892636 -4.593918 0.20 -0.33 0.39 0.600
H 1.977497 -0.262126 -3.494206 -0.49 -0.08 0.21 -0.052
H -0.419504 -0.396455 -5.287475 -0.04 -0.04 0.55 0.383
H -0.827433 -1.069936 -3.672617 0.33 0.20 -0.15 0.308
H 0.620834 -2.740777 -3.961533 0.45 0.18 -0.15 0.026
H 1.530783 -1.994297 -5.145590 -0.11 -0.16 0.11 0.243
H -0.265250 3.625415 -0.367389 0.12 0.06 0.42 0.197
H -2.927287 2.591889 0.128456 -0.07 -0.12 -0.46 0.320
H -2.316145 2.181722 -1.556642 -0.37 -0.06 0.38 0.485
H -3.480627 1.096308 -0.707597 0.20 0.50 -0.04 0.278
H -1.660058 -0.348321 1.673609 -0.07 0.38 -0.27 0.020
H -2.594486 1.188768 1.804276 0.47 -0.27 -0.03 0.545
H -0.826348 1.170263 2.053865 -0.35 -0.04 -0.33 0.093
H 0.550142 -0.526655 0.407754 0.74 -0.07 -0.14 0.107
H -0.337434 -2.083747 -0.723328 -0.26 0.10 -0.37 0.549
C -2.004424 -4.912790 -2.721092 -0.01 0.00 0.00 0.749
O -2.181100 -4.407833 -1.624067 0.10 0.13 0.05 -0.649
N -2.966919 -4.929600 -3.684700 -0.19 0.09 -0.02 -0.386
N -0.822612 -5.500525 -3.069013 0.25 0.03 0.02 -0.351
H -2.842096 -5.338386 -4.591152 0.00 0.00 0.04 0.140
H -3.848255 -4.504432 -3.459231 0.04 -0.04 -0.02 0.213
H -0.094475 -5.502484 -2.378144 -0.03 -0.06 -0.05 0.181
H -0.646781 -5.921338 -3.961800 -0.01 0.00 0.03 0.146
C -4.772951 2.676140 3.183131 -0.21 0.23 0.34 0.732
O -4.288394 2.262351 2.134072 -0.04 0.07 -0.08 -0.644
N -4.521387 2.091299 4.385662 0.19 -0.31 -0.01 -0.373
N -5.592851 3.754413 3.232801 0.09 0.18 -0.40 -0.346
H -4.901951 2.418360 5.253900 0.01 0.03 -0.04 0.149
H -3.919072 1.288687 4.389919 -0.04 0.05 0.05 0.182
H -5.807213 4.215676 2.362334 -0.24 0.10 0.14 0.080
H -5.994108 4.111923 4.079707 0.00 -0.02 -0.02 0.136
C -0.868888 4.781371 3.640890 -0.01 0.03 0.05 0.520
O -1.007906 5.290066 4.735508 0.02 -0.04 0.03 -0.668
N -1.862180 4.750767 2.707711 -0.32 0.12 -0.17 -0.230
N 0.300801 4.189969 3.243340 0.40 -0.24 0.00 -0.275
H -1.760900 4.331837 1.802019 0.03 -0.12 0.09 0.166
H -2.739916 5.172900 2.955185 0.04 -0.05 0.01 0.148
H 1.059581 4.190865 3.900714 -0.09 0.08 0.01 0.174
H 0.431130 3.765715 2.341677 -0.12 0.05 -0.04 0.159
C -6.874244 5.409378 -0.126426 -0.13 0.04 -0.12 0.690
O -7.020854 5.916344 0.973988 0.22 -0.21 0.14 -0.645
N -7.867646 5.385312 -1.056191 -0.21 0.07 -0.04 -0.392
N -5.703623 4.823130 -0.518613 0.25 -0.02 0.09 -0.290
H -7.770771 4.974990 -1.965601 0.02 0.01 0.03 0.159
H -8.743012 5.807199 -0.802168 0.05 -0.02 -0.02 0.232
H -4.946842 4.820556 0.140729 -0.02 -0.03 -0.07 0.133
H -5.566616 4.401206 -1.417458 -0.05 -0.01 0.03 0.163
C 0.174157 -4.099951 -8.122663 -0.04 -0.07 0.01 0.546
O 0.797464 -3.094204 -8.411974 0.05 0.02 0.00 -0.641
N -0.263800 -4.349715 -6.853936 0.03 0.09 0.35 -0.170
N -0.136904 -5.059832 -9.043326 0.03 -0.07 -0.26 -0.379
H -0.776883 -5.169934 -6.594001 0.02 -0.03 -0.19 0.130
H -0.049241 -3.656266 -6.148630 -0.05 0.17 0.04 0.253
H 0.171003 -4.906550 -9.986621 -0.02 -0.01 0.05 0.234
H -0.648098 -5.894437 -8.827851 0.01 0.03 0.01 0.157